Computed, not measured: C43H47MnN3O2Te as an isolated structure, with wB97M-V/def2-TZVPD.

Last column: Löwdin charge in e.
Positions of all 97 atoms, in Å:
Mn  0.24412  -0.11207  0.04964  0.48
C  -0.14564  -2.68540  -4.48053  -0.05
C  -0.68780  -1.72052  -3.42468  -0.36
C  -1.50153  -0.59740  -4.07307  -0.06
C  -1.49447  -2.45814  -2.37290  -0.13
C  -2.71975  -3.01067  -2.73026  -0.04
C  -3.51674  -3.64842  -1.80001  -0.07
C  -3.10245  -3.72693  -0.48048  -0.04
C  -1.87842  -3.20251  -0.08260  -0.13
C  -1.41265  -3.32284  1.35747  -0.39
C  -2.55303  -3.54845  2.34518  -0.08
C  -0.36163  -4.43023  1.48404  -0.05
C  -1.06288  -2.58431  -1.04398  -0.15
N  0.15881  -1.95229  -0.65866  -0.03
C  1.31830  -2.51007  -1.08650  -0.50
O  1.52658  -3.64835  -1.47736  0.06
C  2.40396  -1.44466  -1.20925  -0.17
C  3.54650  -1.54248  -1.98627  0.03
C  4.17570  -0.36091  -2.36449  -0.02
C  3.63053  0.87874  -2.02639  0.03
C  2.52160  0.88593  -1.20277  -0.16
N  1.99587  -0.26170  -0.77337  0.01
C  1.54989  2.04844  -0.99769  -0.48
O  1.92744  3.20278  -0.89411  0.07
N  0.27413  1.54624  -0.99796  0.03
C  -0.86122  2.38423  -1.12831  -0.14
C  -1.94622  2.15538  -0.25268  -0.13
C  -3.10865  2.89349  -0.41458  -0.04
C  -3.20587  3.85472  -1.40981  -0.07
C  -2.15062  4.04399  -2.27902  -0.03
C  -0.97789  3.29856  -2.18229  -0.13
C  0.06551  3.46096  -3.27206  -0.37
C  0.71526  4.84366  -3.22230  -0.06
C  -0.54456  3.19294  -4.65221  -0.06
C  -1.80988  1.18092  0.91391  -0.37
C  -0.83971  1.75299  1.95934  -0.06
C  -3.12760  0.85609  1.63027  -0.06
H  0.47355  -2.15180  -5.20484  0.08
H  -0.96892  -3.15373  -5.02557  0.08
H  0.45046  -3.47390  -4.02198  0.08
H  0.15896  -1.24083  -2.92917  0.12
H  -2.36246  -0.98579  -4.61995  0.08
H  -0.87883  -0.05031  -4.78478  0.07
H  -1.86602  0.10926  -3.32470  0.08
H  -3.05952  -2.92852  -3.75547  0.11
H  -4.46752  -4.07267  -2.09612  0.10
H  -3.74376  -4.20949  0.24328  0.10
H  -0.93658  -2.36412  1.62004  0.06
H  -2.99476  -4.53909  2.22502  0.08
H  -3.34432  -2.80685  2.22280  0.08
H  -2.18894  -3.48710  3.37130  0.06
H  -0.81250  -5.39301  1.23390  0.09
H  0.02997  -4.49754  2.50331  0.07
H  0.47043  -4.27229  0.80113  0.06
H  3.86417  -2.51377  -2.33658  0.12
H  5.05265  -0.40208  -2.99737  0.11
H  4.03098  1.80921  -2.40186  0.12
H  -3.95499  2.73481  0.23812  0.10
H  -4.11485  4.43142  -1.51955  0.10
H  -2.24614  4.76748  -3.07921  0.11
H  0.84430  2.71660  -3.12469  0.11
H  -0.02927  5.61880  -3.41460  0.08
H  1.48899  4.92935  -3.98761  0.08
H  1.16883  5.02329  -2.24947  0.07
H  -1.25694  3.97210  -4.93011  0.07
H  -1.06759  2.23561  -4.67862  0.06
H  0.23845  3.17940  -5.41298  0.08
H  -1.54785  0.13002  0.58968  0.10
H  -1.27023  2.68661  2.32803  0.11
H  0.14063  2.00764  1.55063  0.06
H  -0.71282  1.07621  2.80373  0.05
H  -3.52635  1.74639  2.11842  0.09
H  -2.94648  0.10714  2.40337  0.08
H  -3.87554  0.46205  0.94257  0.09
Te  1.57729  -1.15181  2.29551  1.57
C  3.18021  0.17319  2.57791  -0.52
C  4.23903  -0.22396  3.39075  -0.14
C  5.30109  0.64203  3.60344  -0.08
C  5.32127  1.88775  2.98976  -0.08
C  4.27506  2.27510  2.16742  -0.06
C  3.19839  1.41955  1.96446  -0.13
C  0.64344  -0.72050  4.14035  -0.50
C  -0.24049  -1.65941  4.65577  -0.14
C  -0.92117  -1.39564  5.83657  -0.08
C  -0.70832  -0.20279  6.50888  -0.08
C  0.18178  0.73008  5.99695  -0.08
C  0.85572  0.48091  4.80940  -0.13
H  4.23101  -1.19838  3.86216  0.10
H  6.12009  0.33795  4.24212  0.11
H  6.15828  2.55434  3.15103  0.11
H  4.28162  3.24012  1.67811  0.11
H  2.38090  1.74257  1.32983  0.07
H  -0.39455  -2.59986  4.14440  0.07
H  -1.61113  -2.12879  6.23423  0.11
H  -1.23543  -0.00022  7.43173  0.10
H  0.34800  1.66394  6.51814  0.11
H  1.53369  1.22157  4.40771  0.10

Output
⟨S²⟩: 1.151
molecular weight: 820.4 g mol⁻¹
HOMO energy (alpha / beta): -7.97 / -7.91 eV
2S+1: 2
net charge: 0
E: -92533.371 eV